87
Properties=species:S:1:pos:R:3:forces:R:3 method="wB97M-V/def2-TZVPD" homo_energy_ev="-10.332 / -10.359" charge=+1 e_tot_ha=-4347.4048 relative_energy_kcal_mol=49.6 spin_multiplicity=3
Au 0.137 1.109 -0.788 -0.19 -0.66 0.10
C 0.678 4.328 -1.780 0.01 -0.01 0.00
C -0.783 4.037 -1.770 -0.04 -0.09 0.01
C -1.703 5.108 -1.896 0.00 0.07 0.01
C -3.032 4.850 -1.902 -0.05 0.04 0.03
C -3.492 3.513 -1.834 0.03 -0.02 -0.03
C -4.865 3.203 -1.914 -0.02 0.01 0.02
C -5.275 1.904 -1.922 -0.01 -0.03 0.00
C -4.322 0.876 -1.843 -0.01 0.02 0.03
C -2.979 1.136 -1.714 -0.09 -0.01 -0.01
S -3.378 -0.520 0.993 0.01 -0.06 0.12
C -2.529 2.489 -1.717 0.05 0.00 0.03
N -1.195 2.788 -1.652 0.12 0.19 -0.18
H 0.931 4.943 -2.646 -0.01 0.00 0.01
H 1.259 3.412 -1.818 0.07 -0.03 0.01
H 0.970 4.888 -0.888 0.00 -0.01 -0.02
H -1.326 6.118 -1.983 0.03 -0.03 0.02
H -3.757 5.654 -1.974 0.02 -0.03 -0.03
H -5.581 4.013 -1.986 0.02 -0.01 -0.01
H -6.323 1.650 -2.000 0.02 0.01 0.00
H -4.675 -0.140 -1.878 -0.01 -0.04 0.05
S -1.809 -0.200 -1.677 0.03 0.14 0.24
C -2.268 -1.312 -0.169 0.14 0.25 -0.36
N -2.854 -2.528 -0.612 -0.11 -0.14 0.02
C -2.553 -3.667 0.236 -0.01 0.14 0.00
C -1.065 -3.899 0.221 -0.03 0.03 -0.01
N -0.403 -2.675 0.712 0.00 -0.19 -0.02
C 0.894 -2.865 1.400 -0.01 -0.02 0.13
C 0.796 -2.817 2.909 -0.12 -0.03 -0.05
C -0.051 -3.677 3.602 0.00 0.03 0.02
C -0.122 -3.628 4.987 -0.01 0.00 -0.03
C 0.667 -2.728 5.689 0.02 0.01 -0.01
C 1.520 -1.876 5.002 0.00 0.02 0.01
C 1.580 -1.915 3.617 0.04 0.02 -0.01
C -0.945 -1.496 0.587 -0.02 0.02 -0.03
S -0.290 -0.115 1.340 0.17 0.06 -0.10
C -3.648 -2.768 -1.823 0.15 -0.03 0.04
C -2.879 -3.367 -2.985 0.03 -0.04 0.05
C -2.526 -2.599 -4.089 0.01 0.05 -0.02
C -1.811 -3.156 -5.141 0.00 -0.02 0.02
C -1.444 -4.494 -5.103 -0.02 0.03 0.00
C -1.813 -5.277 -4.018 0.00 0.01 -0.02
C -2.532 -4.717 -2.972 0.03 0.00 0.00
H -3.084 -4.541 -0.127 -0.02 -0.02 -0.02
H -2.879 -3.476 1.264 -0.03 -0.02 0.00
H -0.712 -4.127 -0.787 0.04 0.01 -0.01
H -0.786 -4.716 0.883 0.05 0.02 0.04
H 1.584 -2.103 1.044 -0.05 0.02 0.00
H 1.255 -3.840 1.073 0.02 0.00 -0.06
H -0.663 -4.397 3.069 0.01 0.01 0.02
H -0.785 -4.300 5.516 0.02 0.01 0.00
H 0.621 -2.694 6.770 -0.01 0.00 -0.02
H 2.138 -1.172 5.545 -0.01 -0.02 0.00
H 2.234 -1.239 3.076 -0.03 -0.03 0.01
H -4.130 -1.850 -2.134 0.03 0.06 -0.04
H -4.446 -3.454 -1.534 -0.07 0.04 0.01
H -2.818 -1.555 -4.139 0.01 -0.04 0.03
H -1.546 -2.543 -5.994 -0.01 -0.02 0.01
H -0.890 -4.930 -5.925 -0.01 0.01 0.02
H -1.557 -6.328 -3.995 0.00 0.02 0.00
H -2.844 -5.352 -2.149 -0.01 0.01 -0.03
O 2.179 1.312 -0.606 -0.06 0.34 0.02
C 2.941 1.916 0.411 0.07 -0.04 0.21
C 3.593 3.201 -0.077 -0.04 -0.15 -0.13
C 3.955 4.304 0.632 -0.02 0.18 0.06
C 4.677 5.254 -0.151 -0.03 -0.01 0.12
C 4.852 4.838 -1.432 -0.02 -0.02 -0.03
S 4.148 3.300 -1.701 0.02 -0.05 -0.06
C 4.055 0.930 0.767 -0.20 -0.06 -0.15
C 5.278 1.145 1.317 0.14 0.00 0.07
C 6.009 -0.062 1.530 0.00 0.12 0.05
C 5.325 -1.164 1.126 -0.05 -0.02 0.00
S 3.797 -0.744 0.474 0.02 0.03 -0.07
C 2.121 2.205 1.662 0.02 -0.01 0.02
C 2.300 1.733 2.925 -0.06 -0.01 0.12
C 1.317 2.202 3.849 0.08 -0.05 0.02
C 0.412 3.030 3.270 -0.03 0.01 -0.09
S 0.753 3.259 1.606 0.03 0.09 -0.01
H 3.713 4.438 1.679 0.02 -0.01 -0.05
H 5.046 6.197 0.228 -0.03 -0.04 -0.01
H 5.349 5.358 -2.236 -0.03 -0.03 0.03
H 5.656 2.131 1.555 -0.03 -0.03 -0.01
H 7.003 -0.097 1.956 -0.03 0.00 -0.03
H 5.648 -2.194 1.147 -0.01 0.06 0.00
H 3.113 1.072 3.194 -0.02 0.03 -0.03
H 1.295 1.936 4.897 0.01 -0.01 -0.04
H -0.429 3.532 3.723 0.04 -0.04 0.00